[1]
The following is a quantum chemistry calculation of 2 unconnected molecules or ions with the total composition C5H13O2 at a distorted geometry, from the Open Molecules 2025 dataset.

Geometry as XYZ:
```
20
Properties=species:S:1:pos:R:3:forces:R:3:nbo_charge:R:1
C 1.5986 0.7625 1.0661 -0.14 -0.39 -0.05 0.03
O 1.6555 1.2398 2.2944 -0.05 0.05 0.17 -0.93
C 0.1414 0.5730 0.4763 0.17 1.40 1.09 -0.46
C 0.0645 0.6113 -1.0181 -0.62 -2.34 -1.65 -0.41
C -1.1733 -0.1895 -1.5793 0.21 -0.45 1.99 -0.40
C -2.4860 0.6220 -1.6117 1.24 -0.23 -1.57 -0.61
H 2.0468 -0.3054 0.9597 -0.12 0.30 -0.14 0.01
H 2.1838 1.3381 0.3009 -0.03 0.17 -0.18 0.06
H -0.2191 -0.3450 0.9503 -0.29 -0.14 -0.43 0.16
H -0.5277 1.3434 0.9020 0.44 -0.01 0.06 0.19
H 0.1203 1.5675 -1.5526 0.09 0.16 0.65 0.19
H 0.8891 -0.0032 -1.4094 0.38 0.38 0.10 0.18
H -0.8501 -0.8678 -2.3815 -0.64 0.89 -0.78 0.19
H -1.3778 -0.9643 -0.8249 0.19 0.14 0.16 0.19
H -3.3325 -0.0485 -1.5521 -0.39 0.10 0.15 0.20
H -2.4556 1.3596 -0.8169 -0.22 -0.10 0.25 0.21
H -2.5289 1.1646 -2.5650 -0.29 0.10 0.15 0.19
H 0.3406 -1.9733 0.5250 -0.17 -0.42 0.23 0.48
H 1.2859 -3.1053 0.4167 0.80 -0.33 -0.07 0.46
O 0.3755 -2.9451 0.6267 -0.56 0.70 -0.15 -0.95
```
Forces are in eV/Å.

The energy above the lowest of the compared OMol25 structures with the same formula, charge and spin is 142.0 kJ/mol. The HOMO-LUMO gap is 6.12 eV. For the highest occupied orbital energy, the calculation gives -2.382 eV. As for the net charge: -1.

---

[2]
The following is a quantum chemistry calculation of 11 unconnected molecules or ions with the total composition C47H55Br4N7O6 at a distorted geometry, from the Open Molecules 2025 dataset.

Geometry as XYZ:
```
119
Properties=species:S:1:pos:R:3:forces:R:3:mulliken_charge:R:1
C 5.5256 -3.5099 -5.7054 -2.00 0.50 -2.60 -1.38
C 4.7892 -2.2663 -5.0894 -0.19 -2.33 0.22 0.93
C 5.7254 -1.4085 -4.3229 0.89 0.48 -0.60 -0.47
O 5.2337 -0.0913 -4.5455 -0.44 0.30 -0.27 -0.35
C 4.4830 -0.1007 -5.7034 0.70 -0.04 1.37 0.64
O 4.0320 0.8750 -6.1965 -0.14 0.04 -0.37 -0.52
O 4.3583 -1.3666 -6.1303 -0.36 -0.60 -0.14 -0.37
H 4.8166 -3.9669 -6.5184 1.11 0.77 1.51 0.30
H 5.7728 -4.3451 -5.0526 0.10 0.46 0.36 0.34
H 6.3829 -3.1371 -6.3089 -0.28 -0.38 0.68 0.38
H 3.9273 -2.6070 -4.4524 0.44 0.48 -0.83 -0.15
H 6.6895 -1.5084 -4.8335 0.24 0.27 0.36 0.33
H 5.8366 -1.6272 -3.2747 -0.19 0.06 0.35 0.31
C -3.4165 4.5535 5.1437 0.72 0.61 0.08 -1.23
C -2.3896 5.0703 4.1093 0.48 -0.04 1.51 0.53
C -2.1913 4.1331 2.9292 1.42 1.72 -0.50 0.29
O -3.3110 4.5790 2.1553 -0.08 -2.64 -1.38 -0.16
C -3.4980 5.8689 2.3513 -0.39 -0.31 0.15 0.58
O -4.1429 6.5629 1.6613 -1.08 1.26 -1.37 -0.58
O -2.9288 6.2295 3.4678 0.81 0.91 1.50 -0.41
H -2.9989 3.7319 5.7528 -0.34 -0.04 -0.69 0.25
H -4.2898 4.3028 4.5368 -0.18 -0.38 0.60 0.27
H -3.6743 5.3280 5.8948 0.06 -0.17 -0.72 0.37
H -1.4755 5.4342 4.5785 0.12 -0.40 -0.03 0.40
H -2.1206 3.0820 3.1352 -0.78 -0.49 0.13 -0.16
H -1.2699 4.3970 2.3401 -0.63 -0.11 0.68 -0.17
N -0.5081 -0.1691 -5.1485 -1.04 0.19 1.07 -0.40
C 0.3938 0.5370 -5.8191 0.10 0.44 0.59 -0.41
C 0.7678 1.8613 -5.4491 0.58 0.55 -0.38 -0.20
C 0.0670 2.4891 -4.4188 -0.65 -0.89 0.83 -0.50
C -0.9125 1.7224 -3.7169 0.49 0.17 -0.55 -0.28
C -1.1703 0.4161 -4.0836 2.05 0.50 -1.39 -0.34
H 0.8783 0.0053 -6.6605 -0.19 0.52 0.57 0.41
H 1.6453 2.3717 -5.9529 -1.32 -0.73 0.54 0.31
H 0.2342 3.5012 -4.0112 0.30 -0.58 -0.70 0.39
H -1.4399 2.1061 -2.8496 0.08 0.26 -0.11 0.47
H -1.8123 -0.1544 -3.4373 -0.33 -0.57 -0.36 0.52
N 2.2915 1.2346 4.5270 -1.47 0.02 0.35 -0.35
C 0.9234 1.2686 4.4659 0.90 1.53 1.29 -0.08
C 0.1295 2.2278 5.1576 1.38 -0.59 0.04 0.05
C 0.8048 3.2247 5.8752 1.53 -0.54 -0.59 -0.42
C 2.2146 3.2002 5.9665 -0.89 -1.92 -0.93 -0.49
C 2.8803 2.1247 5.3205 0.26 1.30 0.13 -0.45
H 0.4789 0.5462 3.8273 -0.32 -0.58 -0.44 0.20
H -0.9540 2.1616 5.2185 0.15 -0.03 -0.50 0.41
H 0.2787 4.0458 6.2920 -0.55 0.47 0.56 0.43
H 2.8196 3.8790 6.5320 -0.11 0.48 0.17 0.44
H 3.9899 2.1046 5.3966 -0.85 -0.27 -0.13 0.31
N -2.8287 0.8686 3.9734 0.33 0.33 -0.05 -0.14
C -2.3207 -0.3568 3.8285 -0.12 0.57 -0.24 -0.34
C -3.0071 -1.3741 3.1739 -0.13 -0.13 0.65 -0.63
C -4.3223 -1.1937 2.7760 -0.50 1.71 -0.12 -0.41
C -4.8785 0.1056 2.9799 0.75 -0.11 -0.44 -0.67
C -4.0504 1.1111 3.5109 -0.62 -1.51 -0.27 -0.02
H -1.2966 -0.4655 4.1932 -0.40 -0.37 -0.11 0.59
H -2.5352 -2.3314 3.0979 0.26 -0.40 -0.25 0.54
H -4.8564 -1.9758 2.2312 0.03 0.26 0.39 0.39
H -5.8641 0.4531 2.6464 0.33 -0.68 0.05 0.41
H -4.4259 2.1216 3.5273 0.05 0.26 0.25 0.23
N -5.0594 0.5481 -2.2478 -0.65 -0.15 -0.47 -0.58
C -4.1484 -0.3516 -1.8976 0.35 0.86 0.05 -0.51
C -3.1468 -0.0530 -0.9578 -1.29 -1.08 -0.94 0.76
C -3.2443 1.1242 -0.2700 -0.49 0.80 0.98 0.26
C -4.3054 1.9907 -0.5225 -0.13 -0.29 -1.16 -0.76
C -5.1497 1.7153 -1.6053 0.23 -0.22 0.22 -0.52
H -4.1865 -1.3062 -2.4384 0.14 0.32 0.28 0.39
H -2.4508 -0.8393 -0.7886 0.63 -0.20 0.40 -0.06
H -2.5970 1.4058 0.5544 0.26 -0.28 -0.16 0.28
H -4.4277 2.8700 0.0627 -0.02 0.66 0.31 0.50
H -5.9231 2.4151 -1.9939 0.65 -0.52 0.57 0.35
N 1.3215 5.0905 2.4065 1.59 0.10 -1.13 -0.23
C 1.9409 6.0445 1.6503 -1.54 1.01 0.43 -0.19
C 3.0611 5.8705 0.8689 0.26 -1.22 -1.22 -0.44
C 3.6538 4.5658 0.7885 -1.34 1.32 1.43 -0.37
C 3.1234 3.6080 1.6403 -1.07 -0.67 -0.62 -0.57
C 1.9281 3.8983 2.3551 -0.14 0.09 0.35 -0.33
H 1.3803 7.0247 1.6012 0.83 -1.10 0.17 0.31
H 3.2956 6.6387 0.1149 0.19 -0.30 0.73 0.32
H 4.4339 4.3269 0.0994 0.42 0.01 -0.26 0.44
H 3.4159 2.5468 1.5381 0.01 0.75 0.38 0.40
H 1.3532 3.1282 2.8898 0.74 0.11 -0.27 0.69
N -1.2176 -3.1775 -1.2551 0.69 0.71 -0.41 0.73
C -0.8533 -2.9520 -2.5315 1.14 0.20 0.49 0.44
C -1.4457 -3.6069 -3.5830 1.23 0.48 -2.10 -1.13
C -2.4589 -4.4636 -3.3245 -2.27 -1.84 0.51 -0.20
C -2.8742 -4.7321 -2.0132 1.17 0.91 -0.03 -0.95
C -2.1819 -4.0452 -0.9917 -0.74 -0.36 -1.24 -0.56
H 0.0369 -2.3006 -2.7375 -1.05 -0.45 0.44 -0.15
H -1.0500 -3.5311 -4.6333 -0.50 0.37 1.25 0.40
H -3.0101 -5.0153 -4.1051 0.60 0.43 0.17 0.40
H -3.6416 -5.4691 -1.8615 -0.19 -0.01 0.39 0.56
H -2.4135 -4.1441 0.0499 -0.25 -0.32 0.43 0.45
N 0.6590 -2.4875 2.8320 0.01 -0.04 1.03 -0.14
C 0.3956 -3.3682 1.8724 -0.22 0.61 0.19 0.11
C 1.3865 -4.1762 1.3443 0.76 0.74 1.22 -0.26
C 2.6888 -4.1230 1.8713 -0.70 0.45 0.92 -0.45
C 2.9432 -3.2757 2.9766 -0.12 -0.56 -0.69 -0.60
C 1.8582 -2.4860 3.4288 0.80 -0.08 -0.88 -0.25
H -0.6668 -3.3398 1.5474 0.99 -0.30 -0.21 -0.03
H 1.1404 -4.7992 0.5531 -0.25 -1.23 -1.41 0.48
H 3.4683 -4.7897 1.5089 -0.15 0.24 -0.12 0.42
H 3.9848 -3.2944 3.3901 -1.35 0.36 -0.08 0.35
H 1.9690 -1.7606 4.2274 0.16 -0.08 0.03 0.36
Br 2.5859 -4.9737 -2.6975 0.19 0.45 0.20 -0.13
C 1.7135 -6.6913 -2.8474 -0.45 -0.04 0.17 -0.61
C 0.2260 -6.4840 -2.5826 1.30 -0.13 0.63 -0.16
Br -0.7126 -8.1596 -2.8720 0.00 0.24 0.34 -0.14
H 2.1594 -7.3446 -2.1123 0.22 -0.20 -0.05 0.42
H 1.9157 -6.9962 -3.8693 -0.11 -0.32 0.14 0.45
H -0.0927 -5.8227 -3.3322 -0.86 0.81 -0.80 0.13
H 0.0740 -6.0040 -1.5920 -0.24 -0.78 -0.55 0.09
Br 2.2050 -0.6767 -2.1145 -0.14 -0.07 0.61 -0.23
C 1.2412 -1.1307 -0.4180 0.78 0.71 -0.46 -0.32
C 0.0244 -0.2684 -0.2875 0.01 1.04 -1.02 0.54
Br 0.4061 1.6089 0.2518 0.21 -0.55 -0.25 -0.18
H 1.9376 -0.9482 0.3988 0.07 -0.05 -0.13 0.67
H 1.0553 -2.1902 -0.5090 -0.44 -0.05 0.02 -0.25
H -0.6340 -0.5568 0.4819 -0.56 -0.81 1.02 0.40
H -0.5708 -0.1662 -1.2045 0.54 -0.13 0.20 -0.66
```
Forces are in eV/Å.

The HOMO-LUMO gap is 9.38 eV. For the highest occupied orbital energy, the calculation gives -9.235 eV. As for the net charge: 0.

---

[3]
The following is a quantum chemistry calculation of a gas-phase ion, C4H7N2 (charge +1) at a distorted geometry, from the Open Molecules 2025 dataset.

Geometry as XYZ:
```
13
Properties=species:S:1:pos:R:3:forces:R:3:nbo_charge:R:1
C 0.6217 0.2233 -0.1741 1.92 -0.70 1.53 0.20
C -0.3271 1.3223 -0.1091 -4.18 0.30 -0.14 0.56
C 2.0758 0.4922 0.0528 -2.00 0.10 -3.39 -0.64
C -1.1422 -1.4718 0.0285 -3.71 4.17 -3.38 -0.42
N -1.4946 1.4659 -0.0465 3.95 -0.48 -0.41 -0.43
N 0.0774 -0.8875 -0.1114 1.68 -0.25 0.09 -0.18
H 2.3014 0.9211 0.9539 0.34 1.45 2.15 0.25
H 2.3934 1.0194 -0.8288 0.57 0.95 -0.03 0.25
H 2.5302 -0.4158 -0.0404 1.39 -2.58 0.11 0.25
H -1.4525 -1.9665 -0.8837 0.42 -0.85 -0.02 0.27
H -2.0431 -0.6040 -0.0243 1.72 -1.51 0.65 0.15
H -1.2576 -2.0055 0.8856 -0.12 -1.72 2.34 0.26
H -2.2831 1.9070 0.2976 -1.98 1.12 0.49 0.48
```
Forces are in eV/Å.

The energy above the lowest of the compared OMol25 structures with the same formula, charge and spin is 453.7 kJ/mol. The HOMO-LUMO gap is 9.00 eV. For the highest occupied orbital energy, the calculation gives -14.828 eV. As for the net charge: +1.

---

[4]
The following is a quantum chemistry calculation of a molecular structure, C36H57Br2N6O2PRuSTe at a distorted geometry, from the Open Molecules 2025 dataset.

Geometry as XYZ:
```
107
Properties=species:S:1:pos:R:3:forces:R:3:lowdin_spin:R:1
Ru 1.6841 -0.0136 1.0542 2.16 -1.31 1.15 0.91
Br -0.8028 -2.3968 6.7299 -0.04 -0.03 0.10 0.00
C -0.0360 -2.0007 5.0899 0.01 0.05 -0.02 0.00
C -0.7756 -2.1090 3.9174 0.11 -0.13 -0.03 0.00
C -0.1744 -1.7566 2.7293 -0.01 -0.16 0.02 0.00
N 1.0926 -1.3178 2.6597 -1.12 0.98 -0.48 0.01
C 1.8144 -1.2579 3.7873 0.03 -0.07 0.17 0.00
C 1.2891 -1.5810 5.0201 0.03 -0.16 0.01 0.00
C 3.1810 -0.7860 3.5755 0.13 0.12 0.07 0.00
C 4.2143 -0.9885 4.4674 0.01 -0.01 0.05 0.00
C 5.4635 -0.4527 4.1807 0.02 0.02 0.00 0.00
Br 6.8758 -0.6875 5.3583 0.08 -0.03 0.06 0.00
C 5.6324 0.2759 3.0092 -0.05 -0.01 -0.06 0.00
C 4.5528 0.4165 2.1646 0.06 -0.04 0.23 0.00
N 3.3525 -0.1184 2.4236 0.03 0.24 -0.91 -0.01
H -1.8002 -2.4524 3.9354 0.00 -0.01 -0.02 0.00
H -0.6967 -1.8352 1.7864 -0.01 0.15 0.01 0.00
H 1.8803 -1.4903 5.9201 0.01 -0.01 -0.02 0.00
H 4.0656 -1.5623 5.3710 -0.04 0.02 0.00 0.00
H 6.5855 0.7218 2.7623 -0.01 0.01 -0.01 0.00
H 4.6322 0.9881 1.2576 -0.04 0.08 0.05 0.00
C -0.5610 6.0216 -0.2915 -0.02 -0.08 0.03 0.00
C -0.0751 5.1502 0.8035 -0.07 0.00 -0.04 0.00
N -0.2492 5.3422 2.0769 0.09 -0.02 0.08 0.00
N 0.3583 4.2954 2.6758 -0.10 0.02 0.05 0.00
C 0.9188 3.4529 1.8122 -0.12 -0.22 -0.03 0.01
S 1.8618 2.0641 2.2588 -0.23 -0.19 -0.48 0.03
N 0.6534 3.9924 0.6159 -0.02 0.11 0.09 0.00
N 0.9825 3.4339 -0.6112 -0.26 -0.09 -0.18 0.00
H -1.0294 6.8965 0.1518 -0.01 0.00 -0.02 0.00
H -1.2949 5.4967 -0.9056 0.02 0.01 -0.01 0.00
H 0.2572 6.3541 -0.9326 0.01 0.01 0.02 0.00
H 0.3622 4.2267 3.6834 0.00 -0.02 0.00 0.00
H 1.2912 4.1721 -1.2355 0.14 0.02 0.06 0.00
H 1.7268 2.7639 -0.4484 0.12 0.08 0.02 0.00
C 3.6484 -3.7071 -1.0940 0.13 0.04 0.04 0.00
C 2.7737 -3.0425 -0.0931 0.01 -0.02 -0.04 0.00
C 1.7421 -3.8678 0.5960 -0.02 0.10 0.02 0.00
O 2.9138 -1.8336 0.1411 -0.62 0.06 0.14 0.01
H 3.0463 -4.3196 -1.7681 -0.01 -0.01 0.02 0.00
H 4.3160 -4.3966 -0.5668 -0.03 -0.03 -0.01 0.00
H 4.2437 -2.9919 -1.6554 -0.01 0.01 0.00 0.00
H 1.9521 -4.9314 0.5187 0.00 0.00 -0.02 0.00
H 0.7816 -3.6658 0.1108 0.07 -0.06 -0.01 0.00
H 1.6544 -3.5671 1.6365 0.01 -0.04 0.03 0.00
C 5.2858 0.1652 -0.9111 0.07 0.05 0.06 0.00
Te 3.2240 0.4131 -1.3360 -0.48 0.12 -0.12 -0.01
C 3.5491 2.3689 -2.1068 0.02 0.19 0.05 0.00
H 5.6966 1.0850 -0.5027 0.04 -0.02 -0.01 0.00
H 5.7651 -0.0502 -1.8637 -0.04 -0.02 -0.01 0.00
H 5.4192 -0.6660 -0.2260 0.00 -0.03 -0.02 0.00
H 4.4339 2.3060 -2.7376 -0.03 -0.04 -0.03 0.00
H 3.7345 3.0951 -1.3177 0.04 -0.01 0.00 0.00
H 2.7033 2.6722 -2.7216 -0.01 -0.05 0.00 0.00
O -0.0227 -0.5544 0.0022 -0.28 0.65 0.03 0.02
P -1.2671 -0.0014 -0.7867 0.49 0.24 0.12 0.00
C -0.5441 0.7385 -2.2946 -0.11 -0.47 -0.26 0.00
C -1.3904 1.6777 -3.1732 -0.01 0.11 0.08 0.00
C -2.1345 1.0166 -4.3301 0.10 -0.07 -0.02 0.00
C -1.2130 0.1176 -5.1483 0.00 -0.02 0.02 0.00
C -0.5215 -0.9207 -4.2689 -0.07 0.15 0.03 0.00
C 0.2693 -0.2741 -3.1314 -0.22 -0.04 -0.09 0.00
C -2.4212 -1.4014 -0.9000 0.29 -0.06 -0.16 0.00
C -1.6774 -2.7323 -1.1152 -0.17 -0.07 0.07 0.00
C -2.6653 -3.8976 -1.0282 0.00 0.03 -0.09 0.00
C -3.8143 -3.7420 -2.0189 -0.08 0.00 0.04 0.00
C -4.5320 -2.4086 -1.8296 0.11 -0.02 -0.01 0.00
C -3.5459 -1.2430 -1.9331 -0.12 -0.12 0.12 0.00
C -2.0005 1.4556 0.0780 -0.02 -0.08 0.22 0.00
C -1.6805 1.4704 1.5817 -0.20 -0.27 0.00 0.00
C -2.6088 0.5600 2.3894 -0.05 0.30 -0.07 0.00
C -4.0647 0.9720 2.1994 0.03 -0.17 -0.01 0.00
C -4.4507 0.8920 0.7267 0.06 0.12 0.09 0.00
C -3.5089 1.7302 -0.1365 0.04 -0.14 -0.23 0.00
H 0.1705 1.3691 -1.7515 0.04 0.09 0.01 0.00
H -0.6912 2.4000 -3.6097 0.00 0.03 0.07 0.00
H -2.0891 2.2516 -2.5593 0.06 0.08 -0.04 0.00
H -2.5467 1.8007 -4.9660 -0.03 0.00 0.02 0.00
H -2.9833 0.4412 -3.9626 -0.04 0.01 0.01 0.00
H -0.4600 0.7297 -5.6557 0.00 -0.01 0.00 0.00
H -1.7853 -0.3867 -5.9269 0.03 0.03 -0.04 0.00
H 0.1542 -1.5291 -4.8713 -0.01 -0.05 0.04 0.00
H -1.2766 -1.5941 -3.8568 0.02 -0.06 -0.03 0.00
H 1.1172 0.2609 -3.5728 -0.02 0.01 0.00 0.00
H 0.6838 -1.0447 -2.4753 0.10 0.01 -0.03 0.00
H -2.8582 -1.4243 0.1054 -0.05 -0.04 0.00 0.00
H -0.8962 -2.8497 -0.3629 -0.06 0.06 -0.03 0.00
H -1.1927 -2.7380 -2.0952 0.02 0.03 0.00 0.00
H -3.0739 -3.9461 -0.0126 0.04 -0.04 0.01 0.00
H -2.1367 -4.8337 -1.2146 -0.01 -0.02 0.07 0.00
H -4.5193 -4.5644 -1.8983 0.01 -0.01 -0.01 0.00
H -3.4315 -3.8101 -3.0425 0.02 0.02 0.01 0.00
H -5.0319 -2.3869 -0.8553 0.00 0.00 0.00 0.00
H -5.3060 -2.2873 -2.5875 -0.03 0.01 0.03 0.00
H -4.0719 -0.2967 -1.8110 0.02 -0.01 -0.07 0.00
H -3.1116 -1.2602 -2.9315 0.02 0.05 -0.01 0.00
H -1.4494 2.2714 -0.4027 0.03 0.02 0.04 0.00
H -1.7955 2.4969 1.9474 -0.04 0.01 -0.04 0.00
H -0.6460 1.1835 1.7514 0.09 0.02 0.05 0.00
H -2.3368 0.6075 3.4461 0.04 -0.07 0.00 0.00
H -2.4821 -0.4758 2.0570 -0.01 -0.02 0.07 0.00
H -4.1982 1.9955 2.5625 -0.03 -0.02 0.02 0.00
H -4.7156 0.3289 2.7923 -0.04 0.06 0.02 0.00
H -5.4679 1.2609 0.5927 -0.01 -0.03 -0.06 0.00
H -4.4535 -0.1513 0.4036 -0.05 0.00 0.01 0.00
H -3.6744 2.7819 0.1163 0.06 0.02 -0.04 0.00
H -3.7666 1.6198 -1.1908 -0.04 0.13 -0.01 0.00
```
Forces are in eV/Å.

Its expectation value of S² is 0.762. The energy above the lowest of the compared OMol25 structures with the same formula, charge and spin is 125.2 kJ/mol. The HOMO-LUMO gap (spin up / spin down) is 7.10 / 7.09 eV. For the highest occupied orbital energy (spin up / spin down), the calculation gives -16.479 / -16.586 eV. The multiplicity is 2. As for the net charge: +3.